# C20H31F4INO7

A 3-piece molecular cluster, C20H31F4INO7 overall (ωB97M-V with the def2-TZVPD basis set, OMol25).

The geometry in XYZ format:
```
64
Properties=species:S:1:pos:R:3:forces:R:3
I 5.69734 1.04979 -1.39707 0.1 0.0 0.0
F 2.24918 4.67294 -2.13041 0.1 -0.1 0.0
F 0.80202 2.79458 -2.98976 0.1 -0.1 0.1
F 3.52172 3.37469 -0.90913 -0.1 0.2 0.0
F 2.86540 2.10816 -3.12207 -0.2 0.1 0.0
O -2.50741 0.86124 -1.22286 -0.3 -0.1 0.2
O -1.77981 -4.34543 -2.43385 0.0 -0.1 0.0
O -1.94129 2.86080 4.30942 0.0 0.0 0.0
O -3.48764 2.27914 5.79219 0.0 0.0 0.0
O -2.02395 0.73387 5.04498 0.0 0.0 0.0
O -1.55006 -5.64027 -0.60604 0.0 0.0 0.0
O -0.70874 -6.32577 -2.54385 0.0 0.0 0.0
N -1.37289 0.46432 -0.81000 0.3 0.4 -0.5
C -0.61730 1.45304 0.03029 0.0 -0.3 -0.2
C 3.87779 0.53181 -0.37338 -0.2 0.0 0.1
C -1.15044 -6.99773 -0.39197 0.0 0.0 0.0
C -1.58684 -1.09415 -2.69154 0.0 0.0 -0.2
C -2.83011 3.97868 4.39310 -0.1 0.0 0.0
C 4.19069 -0.58295 0.60818 0.0 0.0 0.1
C 1.49835 1.00464 -1.50497 0.0 0.1 0.0
C -0.19172 -1.70294 -0.75962 0.0 0.0 0.0
C -3.55876 3.70549 5.69974 0.0 0.0 0.0
C -1.02068 2.86031 -0.39427 0.0 0.1 0.0
C -2.44385 1.84364 5.05015 0.0 0.0 0.0
C -0.63856 -0.53061 -1.65369 0.1 0.0 0.5
C 1.85192 2.33807 -2.23950 0.0 0.0 0.0
C -0.21154 -7.24180 -1.56289 0.0 0.0 0.1
C 2.25795 3.55332 -1.37404 0.1 -0.1 0.0
C 0.88935 1.18867 -0.09882 -0.1 0.1 0.0
C -1.38599 -5.33832 -1.91498 0.0 0.0 0.0
C 2.76245 0.12152 -1.34876 0.0 -0.1 0.0
C 0.50752 0.18985 -2.38343 0.2 -0.1 0.0
C -1.02498 1.24895 1.48402 -0.1 0.0 0.1
H -2.03700 -7.63207 -0.43251 0.0 0.0 0.0
H -2.24987 4.89667 4.38730 0.0 0.0 0.0
H -3.04350 4.13717 6.55904 0.0 0.0 0.0
H -2.50467 -1.43356 -2.22073 0.0 0.0 0.0
H -0.57927 0.35207 1.91320 0.0 -0.1 0.0
H -1.83154 -0.36598 -3.46161 -0.1 0.1 0.0
H 5.05629 -0.34978 1.22344 0.0 0.0 0.1
H -0.43603 3.58757 0.17254 0.0 0.0 0.0
H 1.40738 1.94660 0.49369 0.0 0.0 0.0
H -1.11753 -1.95864 -3.15787 0.0 0.0 0.0
H 1.06754 -0.57542 -2.92445 0.0 0.0 -0.1
H -2.10868 1.16006 1.54568 0.0 0.0 0.0
H 1.60163 3.69839 -0.52103 -0.1 0.1 -0.1
H 0.82014 -6.97514 -1.32871 0.0 0.0 0.0
H 1.09230 0.25470 0.41661 0.0 0.0 0.1
H -0.72548 2.10020 2.09285 0.1 0.0 0.0
H 0.67272 -2.21158 -1.18643 0.0 0.0 -0.1
H -4.60132 4.00918 5.70132 0.0 0.0 0.0
H -0.88894 3.03647 -1.45767 0.0 0.0 0.0
H 3.60693 1.43232 0.16925 0.2 0.0 0.0
H 2.36656 -0.82244 -0.97198 0.0 -0.1 -0.1
H 4.38940 -1.51749 0.08566 0.0 0.0 -0.1
H 3.32656 -0.73538 1.26192 0.0 0.0 0.0
H -3.50109 3.95618 3.53287 0.0 0.0 0.0
H -1.00094 -2.42941 -0.69266 0.0 0.0 0.0
H -0.25154 -8.24938 -1.96575 0.0 0.0 0.0
H 0.05238 0.82498 -3.13535 -0.1 0.1 0.0
H -0.67989 -7.07974 0.58321 0.0 0.0 0.0
H 3.17494 -0.09401 -2.33063 0.0 0.0 -0.1
H 0.05089 -1.40388 0.25566 0.1 0.1 0.1
H -2.06756 3.02381 -0.16205 -0.1 0.0 0.0
```
Positions in Å, forces in eV/Å.

Results
- LUMO level (alpha / beta) (eV) = 0.460 / 0.458
- electronic energy (Ha) = -2059.23959
- HOMO level (alpha / beta) (eV) = -7.754 / -9.123
- <S²> = 0.754
- frontier orbital gap (alpha / beta) (eV) = 8.2 / 9.6
- 2S+1 = 2


# C20H31IInNOP2

C20H31IInNOP2 as an isolated structure at a distorted geometry (ωB97M-V with the def2-TZVPD basis set, OMol25).

The geometry in XYZ format:
```
57
Properties=species:S:1:pos:R:3:forces:R:3
I 0.37023 1.94395 2.06350 0.0 -1.9 0.2
In -0.03117 -0.07342 0.05215 -2.2 -5.0 0.9
P 2.00046 -1.05159 0.77451 2.3 -1.3 1.6
P -2.16628 0.95728 -0.40534 -3.2 0.0 -0.3
O 1.44066 1.84444 -1.93668 -0.8 -2.5 -0.4
N -0.32455 2.22622 -0.18681 4.7 9.1 8.0
C -0.23311 -1.45049 -1.57335 -0.1 -0.6 -0.4
C 2.22877 5.51385 -0.32508 0.6 0.4 0.0
C -2.10588 2.42128 -1.50536 0.1 -0.1 -0.5
C 3.43855 3.67733 0.52038 -0.2 1.2 -0.4
C -1.43168 4.09401 2.24183 0.1 -0.8 0.8
C -3.36123 -0.14815 -1.17920 -0.3 -0.2 0.0
C -2.32778 6.32631 1.93677 0.2 -0.2 -0.3
C 2.13756 -2.81245 0.38469 -0.1 -0.2 -0.1
C 1.13093 4.67969 -0.61600 -1.6 1.8 -1.0
C -2.15877 6.15083 0.58304 0.1 -0.5 0.4
C -2.97862 1.52694 1.09774 -0.4 0.0 0.1
C 2.20494 -0.97773 2.57114 0.2 -0.1 0.1
C 2.29585 2.99799 0.21519 0.6 -5.1 2.0
C -1.22020 3.80646 0.83226 -1.2 4.4 0.9
C -1.96392 5.27754 2.75502 -0.2 0.5 -0.4
C 3.38943 5.03591 0.25579 0.2 -0.2 0.1
C -1.63743 4.94776 0.06314 0.0 -0.5 -0.8
C 1.07150 3.33955 -0.27710 0.1 3.0 0.5
C 0.89262 1.16381 -1.20162 4.2 2.8 -5.7
C 3.50796 -0.28107 0.10856 0.0 0.0 -0.2
H 2.53740 0.02473 2.85687 0.1 -0.3 0.1
H 2.23180 -2.97076 -0.69435 -0.1 0.0 0.2
H 4.24149 5.64283 0.53075 -0.2 0.3 -0.2
H -4.35092 0.32548 -1.15972 0.2 -0.2 -0.1
H 3.01761 -3.23422 0.88918 -0.2 0.2 -0.1
H 1.23618 -3.32725 0.73736 0.2 0.0 -0.1
H 3.51761 -0.34724 -0.98629 0.1 0.0 0.2
H 2.94651 -1.72824 2.87690 -0.2 0.3 0.1
H 0.33057 5.26258 -1.08383 0.2 -0.7 0.2
H -3.39587 -1.08678 -0.61614 -0.1 0.1 -0.1
H -2.82213 0.80360 1.89913 -0.2 0.0 0.0
H -3.08595 -0.36590 -2.21417 0.0 0.0 0.1
H 2.20432 6.59773 -0.51814 -0.5 -0.7 -0.2
H -2.11632 5.41290 3.82935 0.2 -0.5 -0.3
H -2.43925 6.96431 -0.08341 0.2 -0.4 -0.2
H -1.65938 2.15998 -2.45700 -0.2 -0.2 -0.4
H 4.30018 3.21977 0.99316 -0.2 -0.2 -0.1
H -3.08456 2.84009 -1.61995 -0.8 0.1 -0.4
H 2.32508 1.94528 0.60321 0.3 1.1 -0.8
H 4.39888 -0.78504 0.50879 -0.3 0.0 -0.1
H -1.63585 5.08282 -1.02330 0.3 -1.0 0.3
H -2.54699 2.48247 1.40449 -0.7 -0.7 -0.1
H 0.73678 -1.68967 -2.01126 -0.1 -0.2 -0.1
H -0.67680 -2.33847 -1.12040 0.0 -0.3 -0.4
H -2.73313 7.24243 2.32546 -0.1 0.2 0.2
H 1.24276 -1.17792 3.05374 0.2 -0.1 0.0
H -1.44474 3.17389 -1.03193 -1.5 -0.6 -1.6
H 3.52372 0.77163 0.39727 0.3 -0.3 -0.1
H -0.88340 -1.06117 -2.35610 0.0 -0.2 0.0
H -4.04791 1.65242 0.89447 0.1 0.0 0.2
H -1.28105 3.44171 3.12203 0.0 0.1 -1.3
```
Positions in Å, forces in eV/Å.

Results
- LUMO level (eV) = -8.428
- electronic energy (Ha) = -2080.14052
- HOMO level (eV) = -13.996
- total charge = +2
- frontier orbital gap (eV) = 5.6
- 2S+1 = 1


# C20H31N3O4S

A 4-piece molecular cluster, C20H31N3O4S overall at a distorted geometry (ωB97M-V with the def2-TZVPD basis set, OMol25).

The geometry in XYZ format:
```
59
Properties=species:S:1:pos:R:3:forces:R:3
S 1.69059 -2.25526 0.00597 0.0 -2.5 3.7
O 3.08923 -2.27055 -0.96939 -1.1 0.8 0.2
O 0.34895 -2.78810 -0.96378 0.3 3.0 -0.1
O 1.79256 -3.31886 1.15944 0.2 3.3 -4.9
O 3.60425 0.09745 -0.50215 -1.9 -0.5 -2.2
N 2.13536 -0.67544 5.67369 0.9 -1.2 0.2
N -1.64839 -0.55019 -5.85159 -1.2 -0.9 0.2
N -2.59367 3.30305 0.19116 0.2 1.1 1.8
C 2.63253 1.19896 -0.53198 -0.6 1.7 0.8
C 2.80123 -1.61495 5.81875 -0.9 1.0 -0.1
C 4.07042 -3.20853 3.51935 0.0 0.1 -0.1
C -0.24626 -0.78724 -2.69624 -2.2 1.6 3.5
C -2.02794 0.52454 -0.17357 2.9 -2.6 -3.1
C -5.00222 -1.41856 -5.30152 -0.4 0.3 0.1
C 3.35313 -0.91149 -1.54030 1.3 0.3 -0.9
C 0.34234 4.92176 2.07844 0.1 0.1 -0.1
C 3.63941 -2.80769 5.99806 0.3 0.0 0.2
C 4.68280 -2.95641 4.89101 0.2 -0.1 -0.4
C -1.97621 4.02880 2.64185 -0.2 0.2 0.2
C -1.02846 0.65163 -2.91935 0.2 -2.7 4.2
C -1.24200 -0.90754 0.04563 0.2 2.2 -4.1
C -3.66547 -2.15861 -5.34348 -0.2 -0.2 -0.2
C -1.02721 5.22667 2.67124 0.4 0.3 0.0
C -1.87550 1.26239 -1.63277 1.4 -2.5 -0.1
C -0.37837 -1.50036 -1.22057 -1.8 2.5 -0.4
C -2.32373 3.62524 1.27302 -0.3 -0.4 -1.1
C -5.09932 -0.41976 -4.15565 -0.1 0.1 0.0
C -2.53900 -1.26081 -5.63042 1.1 0.7 -0.2
H -5.17611 -0.89643 -6.25052 0.1 -0.2 0.1
H 0.40352 -1.33707 -3.51373 -1.6 1.3 1.8
H -2.62335 0.95702 0.73997 1.3 -0.9 -2.4
H 0.99406 5.79685 2.16840 -0.1 -0.2 0.0
H 4.37007 -1.03154 -2.15259 -2.2 -0.1 1.6
H 0.81993 4.08774 2.60192 0.0 0.1 -0.1
H 4.86081 -3.35407 2.77591 -0.2 0.0 0.1
H -3.71352 -2.92856 -6.12274 0.2 0.1 0.1
H 5.31569 -2.06158 4.84425 -0.1 -0.1 0.1
H -1.47112 6.07488 2.13556 0.0 -0.2 0.1
H 3.45789 -2.36267 3.19161 0.0 -0.2 0.0
H -5.80669 -2.15493 -5.18962 0.2 0.0 -0.1
H 2.52318 -0.63731 -2.31752 1.3 -0.3 1.8
H 2.07690 1.35181 -1.54984 1.1 -0.6 1.8
H 3.18986 2.23099 -0.30966 -0.9 -2.4 -0.5
H -4.35891 0.38005 -4.25650 0.0 -0.1 0.1
H 3.00973 -3.70339 6.04133 -0.1 0.2 0.0
H -3.49589 -2.67864 -4.39402 0.1 0.2 -0.1
H 0.27235 4.66761 1.01609 0.0 0.0 0.1
H -1.27618 -1.51146 1.05514 0.1 1.4 -2.3
H 4.15671 -2.73666 6.96230 -0.2 0.1 -0.1
H -4.94521 -0.91285 -3.19085 0.0 0.1 -0.1
H -0.91214 1.18915 -3.96001 -0.5 -1.2 2.5
H -0.89270 5.54128 3.71280 -0.2 -0.1 -0.1
H -1.52911 3.18418 3.17792 -0.1 0.0 -0.2
H 1.84730 1.07749 0.33533 1.4 0.0 -1.8
H -2.40246 2.30381 -1.78587 1.2 -2.6 0.4
H -2.89511 4.29428 3.17806 0.0 -0.2 -0.2
H 3.44347 -4.10552 3.52810 0.0 0.1 -0.1
H 5.33857 -3.79928 5.13893 -0.1 0.1 0.1
H -6.09066 0.04472 -4.14497 0.1 -0.1 0.0
```
Positions in Å, forces in eV/Å.

Results
- LUMO level (eV) = 0.075
- electronic energy (Ha) = -1643.67142
- HOMO level (eV) = -8.503
- frontier orbital gap (eV) = 8.6
- 2S+1 = 1


# C20H31N3O4S2

A 5-piece molecular cluster, C20H31N3O4S2 overall at a distorted geometry (ωB97M-V with the def2-TZVPD basis set, OMol25).

The geometry in XYZ format:
```
60
Properties=species:S:1:pos:R:3:forces:R:3
S 1.10542 1.69368 -2.56380 -1.9 -0.2 -4.8
S 5.26021 0.27104 4.09588 1.3 -1.4 0.7
O 5.33440 0.77882 2.70754 -0.3 0.1 2.4
O 1.95928 2.43998 -3.47709 0.3 0.3 1.5
O 6.39067 0.37943 5.06008 -1.8 0.5 -1.8
O 0.12540 2.33725 -1.71604 0.9 -0.1 0.4
N -2.47674 0.14189 3.12228 1.7 2.5 -0.5
N -1.02793 -7.58829 -2.93667 0.4 0.6 0.3
N -3.34286 5.79348 -1.94034 2.4 -0.6 0.9
C -2.30625 0.73629 4.35883 -0.9 -1.3 0.8
C 1.03967 -0.92969 -1.99583 -0.1 0.6 -0.5
C -3.63489 7.89422 -2.28058 2.1 3.2 2.7
C 0.10684 0.60745 -3.74331 0.1 -0.5 2.0
C 0.55087 -0.87158 -3.53481 0.9 2.0 1.0
C 3.54652 -1.82111 4.51011 0.5 -0.1 0.6
C -2.84828 7.03132 -1.56314 -1.0 -0.9 -0.8
C 3.27138 -0.77683 5.64175 0.6 0.3 -1.1
C -2.09517 1.13752 2.20610 -1.5 0.1 0.9
C 4.96129 -1.53537 3.92473 -1.6 1.0 -0.7
C -4.48065 7.22738 -3.09611 -2.5 1.1 -2.1
C -2.23011 -8.17001 -3.12616 0.4 -2.7 1.8
C -1.95950 2.34541 2.92513 1.0 -0.8 -5.0
C -4.25075 5.94185 -2.91458 -0.3 -3.4 -0.3
C -2.79172 -7.68546 -4.22494 -2.1 1.5 -1.3
C -0.88567 -6.58319 -3.84070 -0.6 0.4 -1.1
C -2.00849 2.07898 4.23888 -0.5 -1.4 2.9
C -2.06083 -6.56122 -4.63089 2.5 -0.5 0.0
C 1.93581 0.39350 -1.77132 0.2 -1.0 -0.8
C 3.68085 0.59703 5.06388 0.5 -0.1 -1.5
H 3.90839 -1.08450 6.47100 -0.3 0.3 0.3
H 2.82301 0.25185 -2.38849 0.1 0.0 0.0
H -2.80602 -0.76915 2.83647 0.3 0.2 0.6
H -2.88994 4.92207 -1.70447 -0.1 0.1 -0.1
H 0.07028 0.89780 -4.79329 0.2 0.5 0.4
H -3.59370 8.93868 -2.00888 -0.1 0.2 -0.6
H 3.79844 1.48925 5.67887 0.3 -0.5 0.4
H 2.79041 -1.85310 3.72566 0.0 0.7 -0.1
H -2.26269 -6.05111 -5.56118 0.3 0.4 0.3
H 4.80436 -1.60498 2.84834 0.9 -0.5 0.0
H 2.95780 0.86910 4.29493 -0.1 0.0 -0.1
H -1.96460 7.18033 -0.96040 -0.4 -0.1 0.2
H -0.82247 0.76640 -3.19631 -0.6 -0.2 -0.7
H 2.29199 0.92447 -0.88853 -0.3 -1.2 0.9
H -1.71832 3.23567 2.36329 0.0 0.2 0.4
H 1.62918 -1.82893 -1.81713 0.2 0.2 0.0
H -4.59490 5.07175 -3.45391 -0.3 0.1 0.2
H 3.49483 -2.85200 4.86041 0.2 0.1 0.5
H 1.41988 -1.03522 -4.17211 0.1 -0.2 0.0
H 2.21468 -0.66881 5.88632 0.1 -0.5 0.3
H 0.08359 -6.11279 -3.91599 -0.3 0.4 -0.1
H -3.70787 -7.95777 -4.72785 -0.1 -0.2 0.4
H 5.82192 -2.05943 4.34040 -0.3 0.0 -0.1
H -5.26577 7.58619 -3.74513 0.3 0.3 0.0
H 0.19053 -0.98701 -1.31480 0.0 0.3 0.0
H -2.44077 0.14241 5.25079 -0.1 0.1 0.0
H -2.09519 0.89827 1.15292 0.0 0.3 0.0
H -0.26175 -1.50002 -3.89925 0.1 -0.4 0.7
H -0.32456 -7.88525 -2.27546 -0.3 0.2 -0.1
H -1.87624 2.73933 5.08318 0.0 0.0 -0.1
H -2.54326 -8.96723 -2.46829 0.0 0.0 -0.1
```
Positions in Å, forces in eV/Å.

Results
- LUMO level (eV) = 0.093
- electronic energy (Ha) = -2042.11593
- HOMO level (eV) = -8.017
- frontier orbital gap (eV) = 8.1
- structure (SMILES) = O=S1(=O)CCCC1.O=S1(=O)CCCC1.c1cc[nH]c1.c1cc[nH]c1.c1cc[nH]c1
- 2S+1 = 1